Molecular formula: C2H2S
Method: DFT, the ωB97M-V functional and the def2-TZVPD basis

Its total energy is -475.3930 Eh. As for the gap between HOMO and LUMO: 0.2889 Ha. The calculation puts the relative energy (zero: lowest compared OMol25 entry of this formula, charge and spin) at 374.8 kJ/mol. Its net charge is 0.

```
5
Properties=species:S:1:pos:R:3:forces:R:3
C 0.102 0.389 -0.172 -1.33 -1.33 -0.41
C 0.902 1.297 0.016 -1.66 -2.50 -0.24
S -1.549 -1.436 -0.638 2.51 3.35 0.20
H -1.215 -2.079 0.470 0.26 -0.10 0.48
H 1.760 1.828 0.323 0.22 0.59 -0.03
```
Forces are in eV/Å.



Molecular formula: C31H63FN2O11Si
Method: DFT, the ωB97M-V functional and the def2-TZVPD basis

Its total energy is -2545.5335 Eh. As for the gap between HOMO and LUMO: 0.3479 Ha. The SMILES is N#CO[Si@@H](F)C[C@@H](O)CN.CC(C)=O.CC(C)=O.CC(C)=O.CC(C)=O.CC(C)=O.CC(C)=O.CC(C)=O.CC(C)=O.CC(C)=O. Its net charge is 0.

```
109
Properties=species:S:1:pos:R:3:forces:R:3
N -0.966 0.742 -0.030 3.40 0.05 1.80
C -1.856 0.673 -0.714 -4.05 -0.44 -1.40
O -3.039 0.606 -1.263 0.72 0.79 -0.38
Si -3.735 2.138 -1.624 -1.65 1.14 0.70
F -5.262 2.086 -0.975 1.55 -0.33 -0.57
C -2.877 3.617 -0.863 0.08 0.29 0.12
C -2.726 4.825 -1.859 0.03 0.03 0.53
O -2.281 5.955 -1.088 -0.67 -0.36 -0.39
C -1.706 4.573 -3.007 -0.12 0.07 0.22
N -0.717 3.494 -2.708 -0.56 0.31 -0.75
H -3.951 2.361 -3.057 0.14 -0.51 0.05
H -1.878 3.422 -0.431 -0.46 -0.02 -0.29
H -3.517 3.988 -0.029 0.30 -0.34 -0.49
H -3.723 5.115 -2.269 0.58 -0.49 -0.08
H -3.036 6.162 -0.502 0.89 0.06 0.04
H -2.266 4.321 -3.935 0.32 0.43 0.46
H -1.130 5.513 -3.128 -0.61 -0.45 -0.10
H 0.131 3.762 -3.207 -0.07 -0.29 0.28
H -1.062 2.672 -3.211 0.37 0.04 0.27
C -4.319 -0.863 -5.589 0.22 0.09 0.28
C -4.552 0.595 -5.897 0.01 0.32 0.02
O -4.025 1.469 -5.239 0.05 -0.19 -0.09
C -5.464 0.915 -7.050 0.33 0.57 0.42
H -3.645 -0.950 -4.736 -0.03 0.02 -0.04
H -5.265 -1.346 -5.338 0.01 -0.08 -0.19
H -3.863 -1.357 -6.449 -0.19 -0.08 -0.04
H -6.456 0.510 -6.864 0.08 -0.17 -0.18
H -5.058 0.500 -7.969 -0.18 -0.16 0.05
H -5.541 1.997 -7.158 0.04 -0.04 0.07
C 2.089 -1.149 -0.825 0.15 -0.16 -0.27
C 3.497 -1.193 -0.291 0.13 0.00 -0.28
O 4.394 -1.721 -0.915 -0.16 0.20 -0.01
C 3.742 -0.551 1.052 0.29 -0.05 -0.06
H 2.056 -1.645 -1.795 0.05 0.01 0.05
H 1.416 -1.669 -0.141 -0.09 0.23 0.06
H 1.769 -0.114 -0.949 -0.17 -0.04 0.22
H 3.139 -1.045 1.817 -0.09 0.15 0.01
H 3.491 0.510 1.007 -0.18 -0.06 0.08
H 4.794 -0.652 1.317 -0.05 0.02 -0.02
C 5.204 -3.792 1.152 -0.15 0.01 0.36
C 4.961 -4.395 2.511 -0.01 0.00 0.08
O 4.264 -3.835 3.333 0.05 -0.03 -0.10
C 5.616 -5.719 2.808 -0.18 0.31 0.28
H 4.679 -2.851 1.078 0.05 -0.09 0.04
H 6.270 -3.609 1.013 0.00 -0.17 -0.07
H 4.833 -4.462 0.375 0.19 -0.02 -0.06
H 6.701 -5.620 2.739 -0.01 -0.10 -0.21
H 5.264 -6.475 2.104 0.18 -0.02 -0.04
H 5.357 -6.034 3.814 -0.01 -0.02 -0.10
C -3.634 4.742 3.181 0.02 0.30 -0.55
C -3.347 6.134 2.687 -0.15 -0.10 -0.23
O -3.202 6.369 1.503 -0.16 0.10 0.19
C -3.246 7.226 3.718 0.14 0.22 -0.29
H -3.679 4.060 2.331 0.01 0.02 0.04
H -2.844 4.415 3.848 -0.16 0.05 0.13
H -4.594 4.721 3.699 0.13 -0.03 0.22
H -2.432 7.006 4.412 -0.15 -0.01 0.15
H -4.189 7.316 4.260 0.10 -0.12 0.16
H -3.036 8.173 3.222 0.00 -0.05 0.02
C 1.271 8.300 2.854 -0.18 0.22 0.06
C 0.980 7.758 4.230 -0.17 0.17 0.17
O 0.251 8.347 4.998 0.07 -0.12 -0.11
C 1.633 6.454 4.614 -0.15 0.01 0.27
H 0.736 9.239 2.715 0.01 -0.05 0.03
H 2.341 8.485 2.744 0.00 -0.17 -0.11
H 0.934 7.590 2.095 0.19 -0.04 -0.03
H 2.719 6.558 4.584 -0.01 -0.11 -0.17
H 1.313 5.663 3.934 0.19 0.01 -0.09
H 1.336 6.187 5.628 0.00 0.04 -0.05
C 7.685 -4.419 -1.539 0.00 0.16 0.26
C 8.772 -5.075 -0.727 0.01 0.09 0.22
O 8.989 -4.745 0.419 -0.04 -0.05 -0.11
C 9.578 -6.159 -1.398 0.18 -0.04 0.28
H 7.191 -3.662 -0.933 0.01 -0.01 -0.10
H 8.116 -3.937 -2.418 -0.09 -0.16 -0.11
H 6.947 -5.164 -1.843 0.06 0.03 -0.19
H 10.092 -5.755 -2.271 -0.14 -0.10 -0.11
H 8.923 -6.980 -1.696 0.02 0.07 -0.19
H 10.321 -6.541 -0.699 -0.05 0.03 -0.02
C 5.151 -10.040 5.971 -0.01 -0.08 -0.29
C 5.429 -8.622 5.536 0.02 0.04 -0.23
O 5.529 -8.329 4.366 0.00 -0.21 0.23
C 5.579 -7.585 6.621 0.05 0.20 -0.24
H 5.067 -10.677 5.091 0.01 0.06 0.03
H 5.969 -10.406 6.593 -0.13 0.02 0.15
H 4.212 -10.082 6.525 0.11 -0.02 0.16
H 6.415 -7.844 7.272 -0.14 -0.05 0.13
H 4.658 -7.520 7.204 0.10 -0.09 0.14
H 5.775 -6.614 6.169 -0.01 -0.05 0.02
C -3.050 0.558 4.318 0.03 0.26 -0.21
C -2.995 1.608 5.398 0.03 0.17 -0.05
O -2.855 2.781 5.130 0.07 -0.44 0.31
C -3.122 1.139 6.826 0.02 0.32 0.09
H -2.946 1.035 3.344 0.02 -0.02 0.05
H -2.233 -0.154 4.449 -0.14 -0.12 0.05
H -4.008 0.036 4.354 0.10 -0.15 0.08
H -2.307 0.453 7.066 -0.14 -0.14 -0.02
H -4.083 0.643 6.971 0.11 -0.17 0.00
H -3.065 1.997 7.494 0.00 -0.03 -0.05
C -7.376 -2.783 -9.729 0.24 0.03 0.22
C -7.512 -1.287 -9.613 0.12 0.11 0.11
O -6.792 -0.642 -8.881 -0.36 -0.39 -0.44
C -8.581 -0.624 -10.445 0.10 0.28 0.14
H -6.572 -3.124 -9.079 -0.04 0.04 -0.03
H -8.305 -3.267 -9.422 -0.03 -0.03 -0.20
H -7.135 -3.057 -10.758 -0.19 -0.06 -0.01
H -9.563 -1.014 -10.169 0.01 -0.10 -0.17
H -8.392 -0.804 -11.505 -0.15 -0.13 0.01
H -8.566 0.450 -10.263 0.02 -0.06 0.00
```
Forces are in eV/Å.



Molecular formula: C25H35NO5
Method: DFT, the ωB97M-V functional and the def2-TZVPD basis

Its total energy is -1404.5642 Eh. As for the gap between HOMO and LUMO: 0.3219 Ha. The calculation puts the relative energy (zero: lowest compared OMol25 entry of this formula, charge and spin) at 0.0 kJ/mol. The SMILES is CCN(CCCCOC(=O)c1ccc(OC)c(OC)c1)[C@@H](C)Cc1ccc(OC)cc1. Its net charge is 0.

```
66
Properties=species:S:1:pos:R:3:forces:R:3
C -0.846 5.830 0.103 -0.15 -0.14 -0.28
H -1.534 6.671 0.074 -0.03 0.16 0.03
H 0.170 6.213 0.060 0.13 0.08 0.03
H -0.973 5.303 1.045 0.00 -0.05 0.13
C -1.133 4.886 -1.063 0.04 0.18 0.14
N -0.283 3.708 -1.017 -0.13 0.10 -0.02
C 1.069 3.960 -1.490 0.21 -0.17 0.12
H 1.208 5.042 -1.544 -0.02 -0.01 -0.07
C 2.166 3.389 -0.577 -0.20 0.15 0.08
C 1.915 3.676 0.902 0.26 -0.49 -0.04
C 2.770 2.784 1.802 -0.11 0.66 0.24
H 3.835 2.935 1.609 -0.08 -0.05 0.05
H 2.548 2.986 2.855 0.12 -0.04 -0.16
O 2.535 1.406 1.529 0.03 -0.32 -0.14
C 1.466 0.835 2.114 -0.09 0.12 0.25
O 0.783 1.394 2.940 0.04 0.00 -0.09
C 1.219 -0.533 1.614 -0.19 -0.33 0.04
C 0.176 -1.271 2.152 0.36 0.37 -0.02
C -0.114 -2.532 1.662 0.04 -0.32 -0.16
C 0.624 -3.071 0.620 0.16 0.04 -0.04
C 1.691 -2.320 0.066 -0.05 -0.12 0.01
C 1.977 -1.069 0.568 0.04 -0.11 -0.05
H 2.782 -0.478 0.164 0.08 0.01 -0.10
O 2.357 -2.924 -0.956 -0.29 -0.11 0.18
C 3.411 -2.222 -1.566 0.15 0.09 -0.07
H 3.065 -1.284 -2.014 0.01 0.00 0.03
H 4.218 -2.008 -0.858 -0.04 0.01 -0.02
H 3.785 -2.879 -2.350 0.01 0.08 0.04
O 0.427 -4.287 0.063 0.27 0.32 -0.09
C -0.639 -5.083 0.526 -0.21 -0.13 0.11
H -0.536 -5.314 1.591 0.01 0.02 -0.03
H -0.584 -6.006 -0.048 -0.04 0.04 0.06
H -1.605 -4.603 0.343 0.02 0.01 0.03
H -0.930 -3.089 2.093 -0.09 -0.09 0.00
H -0.404 -0.846 2.956 -0.08 0.05 0.06
H 2.131 4.719 1.137 -0.03 0.09 0.06
H 0.862 3.490 1.118 0.03 0.08 0.08
H 2.236 2.310 -0.711 0.05 -0.02 -0.05
H 3.123 3.819 -0.884 0.07 -0.06 -0.05
H 1.227 3.566 -2.504 -0.03 0.12 -0.02
C -0.938 2.491 -1.476 0.05 -0.22 -0.16
C -1.182 2.405 -2.990 -0.02 0.11 0.36
H -1.741 3.271 -3.337 -0.08 0.06 -0.09
H -0.245 2.352 -3.540 0.10 -0.02 -0.09
H -1.756 1.508 -3.208 -0.07 -0.10 -0.11
H -1.918 2.488 -0.983 0.11 -0.02 -0.02
C -0.188 1.242 -0.981 -0.33 0.18 0.03
C -1.085 0.046 -0.863 0.06 0.03 -0.01
C -2.049 0.002 0.134 0.07 0.00 -0.21
C -2.887 -1.088 0.282 -0.28 -0.22 0.05
C -2.760 -2.176 -0.572 0.08 0.00 -0.10
C -1.794 -2.145 -1.575 -0.24 -0.17 0.09
C -0.973 -1.045 -1.715 -0.10 -0.02 0.09
H -0.227 -1.042 -2.498 0.12 0.01 -0.08
H -1.699 -2.998 -2.227 0.01 -0.12 -0.09
O -3.511 -3.320 -0.497 0.26 0.12 -0.23
C -4.552 -3.376 0.447 -0.15 -0.01 0.14
H -5.031 -4.343 0.302 0.00 0.08 0.05
H -5.285 -2.580 0.284 0.03 -0.01 0.02
H -4.172 -3.312 1.473 -0.02 0.02 -0.03
H -3.621 -1.081 1.073 -0.08 -0.04 0.08
H -2.140 0.831 0.820 0.00 0.12 0.12
H 0.642 1.015 -1.651 0.15 -0.01 0.02
H 0.206 1.467 0.008 0.12 0.05 -0.02
H -2.173 4.561 -0.990 0.02 -0.01 -0.08
H -1.025 5.437 -2.013 -0.09 -0.06 0.02
```
Forces are in eV/Å.



E_LUMO list, top to bottom, in eV: -2.4 0.5 0.8
Max |F| list, top to bottom, in eV/A: 4.19 4.31 0.71